Here is a 2-piece molecular cluster, C5H11BrFO3P overall in a non-equilibrium geometry from OMol25. Energies are from the ωB97M-V functional and the def2-TZVPD basis.

Computed properties:
HOMO-LUMO gap (spin up / spin down)   10.91 / 4.90 eV
Largest force on an atom   4.45 eV/Å
HOMO level (spin up / spin down)   -10.90 / -8.56 eV
Energy above the lowest of the compared OMol25 structures with the same formula, charge and spin   57.51 kcal per mole
LUMO energy (spin up / spin down)   0.00 / -3.66 eV

Last column: Löwdin charge in e.
CARTESIAN COORDINATES (ANGSTROEM)
C (-1.8119, -0.9902, 2.3824)  -0.076
C (0.6631, -0.3582, -2.9303)  -0.119
C (-0.2860, -0.7630, 2.4322)  -0.270
C (-0.3798, -0.3765, -1.7819)  -0.276
C (1.2012, 2.1510, 0.3501)  -0.174
O (-1.6073, 1.5138, 0.2282)  -0.235
O (0.2186, 0.4507, 1.8831)  -0.249
O (0.1433, -0.2401, -0.4886)  -0.227
F (1.0954, 3.0751, -0.5272)  0.016
P (-0.2541, 1.0235, 0.4409)  0.517
Br (4.0270, -0.0530, -1.9106)  0.071
H (-2.3532, -0.2281, 3.1212)  0.131
H (-2.3305, -0.9461, 1.4130)  0.074
H (-2.0217, -1.8951, 2.7740)  0.016
H (0.1096, -0.3197, -3.8673)  0.061
H (1.3474, 0.5803, -2.9601)  0.063
H (1.2834, -1.3221, -3.1030)  0.087
H (0.3595, -1.5609, 1.9234)  0.132
H (0.0877, -0.7892, 3.4887)  0.125
H (-0.6981, -1.4382, -1.8054)  0.132
H (-1.0372, 0.4219, -1.8994)  0.084
H (2.2437, 2.0640, 0.8364)  0.118